1.
ORCA calculation (wB97M-V/def2-TZVPD) on a structure of composition C34H39F5N8O6S2Ta.

Output
HOMO ... -16.343 eV
Energy above the lowest of the compared OMol25 structures with the same formula, charge and spin ... 1.8365 eV
Orbital gap ... 6.68 eV
Maximum force ... 2.5 eV Å⁻¹
Net charge ... +3
DFT total energy ... -3560.3632 Eh

Each line ends with the Mulliken charge.
Cartesian coordinates (Å):
1 Ta 0.970 0.244 0.871  1.192
2 C 3.561 2.119 2.095  -1.165
3 N 2.890 2.022 0.793  -0.192
4 C 2.336 3.289 0.328  -1.616
5 C 0.965 3.442 0.848  0.492
6 N 0.169 2.439 1.179  0.670
7 C -1.089 3.050 1.511  0.173
8 C -2.320 2.560 1.959  -0.562
9 C -3.334 3.466 2.195  -1.125
10 C -3.163 4.845 2.006  -0.650
11 C -1.956 5.350 1.580  -1.110
12 C -0.946 4.426 1.347  0.841
13 N 0.369 4.623 0.934  -0.056
14 C 2.992 1.171 3.077  0.202
15 N 1.884 0.460 2.909  0.298
16 C 1.675 -0.250 4.137  0.120
17 C 0.664 -1.095 4.590  -0.416
18 C 0.777 -1.595 5.871  -0.936
19 C 1.865 -1.277 6.700  -0.616
20 C 2.857 -0.424 6.273  -1.080
21 C 2.723 0.080 4.986  0.733
22 N 3.526 0.974 4.270  -0.030
23 H 3.463 3.130 2.493  0.530
24 H 4.628 1.930 1.994  0.576
25 H 3.557 1.702 0.106  0.276
26 H 2.303 3.279 -0.763  0.449
27 H 2.949 4.142 0.620  0.717
28 H -2.501 1.518 2.141  0.451
29 H -4.293 3.098 2.543  0.504
30 H -3.988 5.519 2.203  0.435
31 H -1.799 6.414 1.435  0.466
32 H 0.795 5.517 0.736  0.283
33 H -0.187 -1.345 3.979  0.469
34 H 0.001 -2.248 6.253  0.488
35 H 1.918 -1.701 7.696  0.446
36 H 3.688 -0.147 6.911  0.470
37 H 4.355 1.428 4.627  0.291
38 C 2.484 -2.914 2.417  -1.020
39 O 1.308 -2.213 1.942  0.103
40 H 2.252 -3.454 3.332  0.340
41 H 3.242 -2.168 2.635  0.284
42 H 2.857 -3.609 1.665  0.409
43 H 0.624 -2.869 1.768  0.132
44 F -3.404 -5.004 -1.195  -0.298
45 C -2.900 -3.992 -0.539  0.740
46 C -1.638 -3.525 -0.871  -0.362
47 F -0.934 -4.095 -1.832  -0.346
48 C -1.149 -2.450 -0.186  -1.050
49 F 0.044 -1.951 -0.507  0.413
50 C -1.839 -1.837 0.838  1.315
51 S -1.167 -0.484 1.713  -0.770
52 C -3.100 -2.318 1.160  0.416
53 F -3.795 -1.748 2.131  -0.316
54 C -3.636 -3.384 0.465  0.285
55 F -4.842 -3.821 0.752  -0.261
56 C -4.773 -3.090 -5.056  -1.075
57 C -4.499 -1.645 -5.450  -0.665
58 S -3.573 -0.761 -4.208  1.270
59 O -4.365 0.337 -3.697  -0.728
60 O -3.005 -1.676 -3.238  -0.532
61 C -2.172 -0.049 -5.074  -0.805
62 C -1.718 1.208 -4.342  -1.678
63 N -0.700 1.004 -3.265  0.217
64 C -0.929 0.961 -1.941  0.708
65 N 0.244 0.879 -1.279  0.289
66 C 1.239 0.833 -2.235  -1.005
67 C 0.672 0.904 -3.443  -0.702
68 N 1.394 0.848 -4.701  1.063
69 O 0.752 0.799 -5.735  -0.580
70 O 2.607 0.837 -4.598  -0.607
71 C -2.272 1.053 -1.313  -0.781
72 H -5.229 -3.596 -5.905  0.406
73 H -5.465 -3.153 -4.215  0.327
74 H -3.855 -3.617 -4.796  0.285
75 H -5.406 -1.052 -5.575  0.404
76 H -3.903 -1.577 -6.365  0.414
77 H -2.488 0.209 -6.085  0.751
78 H -1.404 -0.820 -5.121  0.441
79 H -2.580 1.677 -3.879  0.664
80 H -1.288 1.897 -5.050  0.504
81 H 2.290 0.791 -2.020  0.868
82 H -2.895 1.799 -1.809  0.774
83 H -2.174 1.320 -0.265  -0.534
84 H -2.803 0.102 -1.412  0.092
85 C 4.658 -1.296 0.276  -1.304
86 C 3.534 -0.996 -0.698  0.603
87 C 3.150 -2.183 -1.553  -1.328
88 O 2.343 -0.516 0.036  0.818
89 H 5.602 -1.285 -0.273  0.489
90 H 4.537 -2.283 0.722  0.324
91 H 4.716 -0.549 1.077  0.181
92 H 3.854 -0.181 -1.343  0.438
93 H 2.699 -2.961 -0.930  0.211
94 H 4.048 -2.586 -2.024  0.577
95 H 2.442 -1.906 -2.340  0.172

---

2.
ORCA calculation (wB97M-V/def2-TZVPD) on a cluster of 6 separate species, C34H39FNO2S in total.

Output
HOMO ... -10.579 eV
Orbital gap ... 4.31 eV
Maximum force ... 11.7 eV Å⁻¹
Net charge ... +1
DFT total energy ... -2021.7753 Eh

Each line ends with the Mulliken charge.
Cartesian coordinates (Å):
1 O -1.014 3.983 -4.646  -0.496
2 S -0.394 2.544 -4.835  1.141
3 O 0.406 2.641 -6.193  -0.443
4 F -1.709 1.446 -4.896  -0.222
5 N 0.796 2.150 -3.595  -0.113
6 C 0.355 1.412 -2.351  -0.617
7 C 0.086 2.635 -1.245  -0.296
8 C 0.713 3.990 -1.929  -0.496
9 C 1.589 3.401 -3.225  -0.578
10 H 1.356 1.400 -4.098  0.451
11 H 1.218 0.695 -1.987  0.387
12 H -0.672 0.846 -2.340  0.273
13 H -1.078 2.804 -1.245  0.177
14 H 0.518 2.291 -0.193  0.348
15 H 1.543 4.574 -1.344  0.356
16 H -0.116 4.770 -2.270  0.299
17 H 2.704 3.099 -2.929  0.399
18 H 1.613 4.091 -4.192  0.384
19 C 0.933 -2.796 -6.561  -0.410
20 C -0.072 -1.958 -6.078  -0.552
21 C -0.186 -0.655 -6.562  -0.436
22 C 0.699 -0.192 -7.535  -0.460
23 C 1.702 -1.032 -8.021  -0.467
24 C 1.822 -2.332 -7.531  -0.415
25 H 1.024 -3.810 -6.181  0.396
26 H -0.766 -2.321 -5.324  0.402
27 H -0.965 0.000 -6.181  0.712
28 H 0.607 0.821 -7.916  0.400
29 H 2.391 -0.671 -8.781  0.407
30 H 2.607 -2.983 -7.905  0.468
31 C -1.823 2.783 4.193  -0.191
32 C -1.167 3.445 3.156  -0.659
33 C -1.773 3.555 1.905  -0.153
34 C -3.040 3.011 1.693  -0.535
35 C -3.698 2.352 2.732  -0.398
36 C -3.088 2.234 3.981  -0.457
37 H -1.350 2.694 5.167  0.344
38 H -0.183 3.874 3.323  0.346
39 H -1.259 4.064 1.095  0.541
40 H -3.514 3.100 0.719  0.360
41 H -4.686 1.930 2.567  0.366
42 H -3.599 1.716 4.788  0.434
43 C 0.206 0.460 9.991  -0.379
44 C 0.862 1.122 8.953  -0.428
45 C 0.256 1.232 7.702  -0.277
46 C -1.011 0.688 7.490  -0.412
47 C -1.669 0.029 8.529  -0.256
48 C -1.059 -0.089 9.778  -0.429
49 H 0.679 0.372 10.965  0.363
50 H 1.846 1.552 9.120  0.348
51 H 0.771 1.742 6.892  0.374
52 H -1.485 0.778 6.517  0.339
53 H -2.657 -0.393 8.365  0.378
54 H -1.570 -0.607 10.585  0.366
55 C 6.550 -3.734 -6.661  -0.366
56 C 5.545 -2.896 -6.178  -0.423
57 C 5.431 -1.593 -6.661  -0.226
58 C 6.316 -1.131 -7.635  -0.472
59 C 7.319 -1.970 -8.121  -0.348
60 C 7.439 -3.270 -7.630  -0.387
61 H 6.641 -4.749 -6.281  0.366
62 H 4.851 -3.259 -5.424  0.364
63 H 4.652 -0.939 -6.280  0.421
64 H 6.224 -0.117 -8.016  0.352
65 H 8.008 -1.610 -8.881  0.361
66 H 8.224 -3.921 -8.005  0.360
67 C -5.017 -2.527 7.851  -0.335
68 C -6.244 -2.942 7.334  -0.405
69 C -6.302 -4.020 6.451  -0.381
70 C -5.132 -4.690 6.092  -0.315
71 C -3.905 -4.278 6.612  -0.501
72 C -3.847 -3.194 7.487  -0.242
73 H -4.972 -1.685 8.536  0.397
74 H -7.157 -2.424 7.619  0.358
75 H -7.258 -4.338 6.044  0.352
76 H -5.178 -5.533 5.408  0.355
77 H -2.994 -4.801 6.333  0.351
78 H -2.890 -2.869 7.887  0.376